# 1
Computed, not measured: C5H8O3 in the gas phase in a non-equilibrium geometry, with ωB97M-V/def2-TZVPD.

Calculated values
**Spin multiplicity**: 1
**HOMO**: -9.117 eV
**Lowest unoccupied orbital energy**: 0.880 eV
**Kohn-Sham gap**: 10.00 eV
**Energy above the lowest of the compared OMol25 structures with the same formula, charge and spin**: 194.9 kJ/mol
**SMILES**: OC[C@@H]1OC=CCO1

CARTESIAN COORDINATES (ANGSTROEM)
1 O -2.60245 0.08509 -0.92671
2 C -2.06164 0.07818 0.42128
3 C -0.57833 0.07040 0.43613
4 O -0.12702 1.32929 -0.00242
5 C 1.22476 1.32086 -0.33567
6 C 1.98513 0.23081 -0.33743
7 C 1.38575 -1.09022 -0.10022
8 O -0.01607 -0.94972 -0.29184
9 H -1.98934 -0.51296 -1.45836
10 H -2.31223 0.98681 0.94154
11 H -2.45771 -0.80467 0.99045
12 H -0.27202 -0.05258 1.52273
13 H 1.53799 2.31047 -0.50437
14 H 3.01330 0.33812 -0.46086
15 H 1.59677 -1.91238 -0.77393
16 H 1.67313 -1.42750 0.87968



# 2
Computed, not measured: 3 unconnected molecules or ions with the total composition C5H16NO2S in a non-equilibrium geometry, with ωB97M-V/def2-TZVPD.

Calculated values
**Spin multiplicity**: 1
**HOMO**: -2.936 eV
**Lowest unoccupied orbital energy**: 3.299 eV
**Charge**: -1
**Kohn-Sham gap**: 6.23 eV
**Energy above the lowest of the compared OMol25 structures with the same formula, charge and spin**: 42.0 kJ/mol

CARTESIAN COORDINATES (ANGSTROEM)
1 C -0.19354 0.50455 1.26969
2 N -0.92875 -0.42094 0.44177
3 C -0.83852 -0.06028 -1.00481
4 C -0.71117 -1.27716 -1.94225
5 S -0.17696 -0.86382 -3.61031
6 C 1.14917 -0.00759 1.88143
7 C 1.98282 -0.89159 0.95003
8 H -0.82117 0.82175 2.10688
9 H 0.07438 1.42328 0.74267
10 H -0.71723 -1.39669 0.56127
11 H -0.03128 0.65381 -1.15688
12 H -1.79370 0.37876 -1.29170
13 H -0.04672 -2.04247 -1.52115
14 H -1.72707 -1.69582 -1.89671
15 H 0.78644 -0.53218 2.77540
16 H 1.75128 0.82087 2.25728
17 H 2.52491 -1.66171 1.48839
18 H 1.44175 -1.18471 0.05396
19 H 2.71853 -0.23177 0.48917
20 H -2.98308 0.53240 1.26750
21 H -2.56026 1.13165 2.58638
22 O -3.32714 0.74731 2.15821
23 H 1.18097 1.02150 -2.92380
24 H 1.37308 2.52578 -2.88231
25 O 1.87326 1.70507 -2.80009



# 3
Computed, not measured: C2H6NO3P in the gas phase in a non-equilibrium geometry, with ωB97M-V/def2-TZVPD.

Calculated values
**Spin multiplicity**: 3
**Expectation value of S²**: 2.01
**HOMO (alpha / beta)**: -5.804 / -9.479 eV
**Lowest unoccupied orbital energy (alpha / beta)**: 0.686 / -3.089 eV
**Kohn-Sham gap (alpha / beta)**: 6.49 / 6.39 eV
**Energy above the lowest of the compared OMol25 structures with the same formula, charge and spin**: 284.5 kJ/mol

CARTESIAN COORDINATES (ANGSTROEM)
1 C 0.01101 1.47588 -1.12401
2 C 0.04324 -1.55440 0.62364
3 N -0.67016 -0.79468 -1.47272
4 O -3.06042 -1.87786 -1.56738
5 O 0.12455 0.28195 -1.84591
6 O -0.01647 -1.79205 -0.84070
7 P -2.38888 -0.67387 -1.91076
8 H 0.10420 2.30194 -1.76203
9 H 0.86267 1.66096 -0.28062
10 H -0.92644 1.56812 -0.68691
11 H 0.81555 -2.10423 1.10067
12 H -0.88515 -1.66764 1.23517
13 H 0.32982 -0.40243 0.54403



# 4
Computed, not measured: C4H6N2O in the gas phase, with ωB97M-V/def2-TZVPD.

Calculated values
**Spin multiplicity**: 1
**HOMO**: -7.728 eV
**Lowest unoccupied orbital energy**: 0.295 eV
**Kohn-Sham gap**: 8.02 eV
**Energy above the lowest of the compared OMol25 structures with the same formula, charge and spin**: 402.4 kJ/mol

CARTESIAN COORDINATES (ANGSTROEM)
1 N -1.48587 -0.57783 1.23054
2 C -0.41007 -0.30265 0.36970
3 C 0.19979 0.93376 -0.23393
4 O -0.66526 2.01163 -0.41199
5 C 1.20858 0.51983 -1.27609
6 C 1.36274 -0.79546 -0.96210
7 N 0.37850 -1.25293 -0.02810
8 H -2.29987 -0.06722 0.89863
9 H -1.29472 -0.25720 2.17628
10 H -0.36263 2.44430 -1.22210
11 H 0.94554 1.15047 0.57190
12 H 2.06638 -1.54543 -1.30417
13 H 0.23447 -2.20597 0.27643



# 5
Computed, not measured: a molecular structure, C17H28BN14O2Sn, with ωB97M-V/def2-TZVPD.

Calculated values
**Spin multiplicity**: 1
**HOMO (alpha / beta)**: -17.346 / -17.358 eV
**Lowest unoccupied orbital energy (alpha / beta)**: -11.030 / -10.452 eV
**Charge**: +3
**Kohn-Sham gap (alpha / beta)**: 6.32 / 6.91 eV
**Energy above the lowest of the compared OMol25 structures with the same formula, charge and spin**: 0.0 kJ/mol

CARTESIAN COORDINATES (ANGSTROEM)
1 Sn -1.11086 0.38750 0.68514
2 C 2.50967 0.66745 3.12333
3 C 1.88406 0.71036 1.89301
4 N 0.56404 0.50606 2.04743
5 N 0.32970 0.34666 3.37979
6 C 1.48640 0.43769 4.03387
7 B -1.12315 0.28212 3.93444
8 N -1.83100 -0.94437 3.32436
9 C -2.42239 -1.96894 3.93520
10 C -2.96950 -2.81263 2.97906
11 C -2.66080 -2.22377 1.77038
12 N -1.97194 -1.08386 1.97772
13 N -1.84634 1.55070 3.42598
14 C -2.35649 2.58076 4.10350
15 C -2.85998 3.51161 3.20596
16 C -2.61337 2.96735 1.95995
17 N -2.01234 1.77345 2.09511
18 H 3.55437 0.80746 3.33801
19 H 2.29583 0.90344 0.91790
20 H 1.51289 0.34839 5.10808
21 H -1.11686 0.22874 5.11976
22 H -2.41251 -2.04184 5.01075
23 H -3.51259 -3.72596 3.14614
24 H -2.90320 -2.56867 0.78069
25 H -2.32961 2.59135 5.18129
26 H -3.32517 4.45413 3.43480
27 H -2.82225 3.37566 0.98628
28 N -4.13415 1.49547 -0.50315
29 N -4.35744 0.78415 -1.69078
30 C -3.59671 -0.26257 -2.01797
31 N -3.90443 -0.96423 -3.09177
32 N -2.53119 -0.48149 -1.19196
33 N -1.76011 -1.57031 -1.36369
34 O -1.92346 -2.42465 -2.19380
35 O -0.85837 -1.64761 -0.49220
36 H -4.79520 1.18122 0.20441
37 H -4.32259 2.47380 -0.69424
38 H -5.20146 0.96066 -2.22066
39 H -4.71605 -0.73377 -3.64643
40 H -3.37824 -1.79119 -3.33072
41 C 3.60012 0.89119 -4.58598
42 C 2.55409 1.75267 -3.90343
43 N 1.98619 1.01635 -2.76674
44 C 2.58025 -0.00808 -2.15875
45 N 1.89792 -0.52178 -1.06758
46 C 2.32055 -1.80080 -0.55902
47 C 3.39744 -2.52064 -1.34868
48 C 4.43938 -1.52231 -1.79559
49 N 3.77240 -0.43900 -2.53151
50 C 4.53856 0.29645 -3.55214
51 H 4.16905 1.49218 -5.29256
52 H 3.11951 0.08809 -5.14683
53 H 1.74379 2.00390 -4.58493
54 H 2.98619 2.68538 -3.53648
55 H 1.07292 1.25944 -2.42122
56 H 1.40821 -2.40284 -0.47306
57 H 2.61315 -1.63262 0.48944
58 H 2.95808 -3.01421 -2.21744
59 H 3.86443 -3.28908 -0.73475
60 H 5.16798 -1.97586 -2.46333
61 H 4.98767 -1.09532 -0.95065
62 H 5.22925 -0.40925 -4.00890
63 H 5.13564 1.06579 -3.05484



# 6
Computed, not measured: 2 unconnected molecules or ions with the total composition C8H19NO3 in a non-equilibrium geometry, with ωB97M-V/def2-TZVPD.

Calculated values
**Spin multiplicity**: 1
**HOMO**: -9.317 eV
**Lowest unoccupied orbital energy**: 0.936 eV
**Kohn-Sham gap**: 10.25 eV
**Energy above the lowest of the compared OMol25 structures with the same formula, charge and spin**: 0.0 kJ/mol
**SMILES**: C[C@H]1COCO1.COCCCN

CARTESIAN COORDINATES (ANGSTROEM)
1 C -0.16948 -1.00749 3.89342
2 C 1.04292 -0.46156 3.18836
3 C 1.33253 -1.13046 1.85597
4 O 1.89574 -0.11433 1.06118
5 C 1.42988 1.12641 1.57370
6 O 0.79446 0.88429 2.80296
7 H 0.02950 -1.94214 4.42393
8 H -0.98100 -1.21091 3.17583
9 H -0.52759 -0.23576 4.59389
10 H 1.92474 -0.50175 3.84055
11 H 1.99069 -2.01222 1.92815
12 H 0.37599 -1.41803 1.39339
13 H 2.26293 1.79167 1.71768
14 H 0.71793 1.57689 0.86715
15 C 0.35295 -2.26831 -1.85798
16 O 0.18161 -0.94662 -2.21022
17 C -0.57272 -0.23170 -1.27326
18 C -0.62029 1.21504 -1.70395
19 C -1.36565 1.43465 -3.01229
20 N -1.53177 2.87138 -3.27928
21 H 0.77783 -2.80371 -2.71032
22 H 1.01726 -2.37613 -0.97108
23 H -0.62529 -2.74342 -1.61549
24 H -0.12141 -0.31950 -0.28095
25 H -1.60990 -0.64060 -1.18622
26 H 0.41120 1.57387 -1.81962
27 H -1.05244 1.81316 -0.88390
28 H -0.85877 0.91304 -3.84040
29 H -2.31963 0.89151 -2.91698
30 H -2.17009 3.25408 -2.58780
31 H -2.01212 3.01866 -4.16643